Formula: C38H60F3O2P
Source: the Open Molecules 2025 dataset
Level of theory: wB97M-V/def2-TZVPD

Computed properties:
Charge: -1
HOMO-LUMO gap (spin up / spin down): 1.891 / 6.527 eV
LUMO level (spin up / spin down): 2.298 / 2.280 eV
2S+1: 2
E_HOMO (spin up / spin down): 0.4 / -4.2 eV

Atoms and positions in Å:
H1 0.7266 -4.5605 -3.1388
H2 -1.8897 -0.4313 3.8143
H3 6.0528 1.3127 -1.6170
C1 -2.5041 1.4028 -0.8858
C2 -0.2893 4.9558 3.7687
C3 5.9078 1.1468 1.7882
H4 0.3352 -4.1835 -0.8929
H5 -3.9660 -1.3379 5.0484
H6 -3.3459 3.9081 -1.3162
H7 -3.1884 -1.6424 1.2412
H8 1.1258 2.4986 1.9543
H9 3.4281 1.8226 2.6271
H10 4.0362 1.7193 -2.7643
H11 -2.0667 1.0094 2.1384
H12 -1.5124 1.7094 -0.5533
H13 -2.9486 0.6641 4.4738
C4 3.5516 -6.3578 1.5636
C5 1.8733 0.0889 -0.2007
C6 4.8022 1.2222 -3.3411
H14 -0.8123 -2.5311 0.0918
H15 2.5967 0.7008 0.3381
H16 -5.0316 -0.5312 3.9166
C7 4.1274 2.4824 3.1406
C8 -2.9104 -0.0755 3.6740
C9 -4.1755 -1.1952 -1.2628
H17 -0.2474 3.5297 0.2450
C10 -7.8500 -1.4365 0.4302
H18 -3.1825 1.8466 -0.1572
C11 7.1271 0.0844 -4.5949
H19 8.0067 -0.2875 -5.0992
C12 -0.9773 5.0943 1.4961
H20 -7.6900 -1.5150 1.5056
H21 -1.7070 -1.5181 -2.6299
C13 -2.5435 -0.7659 1.1770
H22 3.6441 3.4593 3.1497
H23 -0.2432 5.2479 4.8075
C14 -1.0285 5.6255 2.7928
H24 1.4669 -6.6433 2.1714
C15 -6.6272 -1.7782 -0.3756
C16 -4.0780 -1.0521 4.0025
H25 1.8223 0.5862 -1.1692
H26 6.7812 1.1099 1.1371
C17 2.7324 -3.7672 1.1526
H27 1.0429 3.2985 4.1642
H28 -1.7249 6.4002 3.0780
F1 5.9642 0.2410 -6.6318
F2 -1.6610 5.7071 0.4611
H29 -6.9411 -1.8559 -1.4165
H30 0.5952 -2.9028 -3.5784
H31 5.1096 0.6428 1.2433
F3 3.9415 -7.5964 1.7969
H32 2.3810 -2.7481 1.0859
C18 0.4907 3.3424 2.1805
C19 4.0378 -4.0637 0.9350
P1 -2.6022 -0.4347 -0.6644
H33 4.0566 1.2631 -5.3784
H34 -1.6871 3.8523 -1.9980
H35 -5.8922 0.2050 -0.8004
H36 -0.4334 -0.7684 -1.6600
C20 4.8742 1.0074 -4.7208
H37 -4.2755 4.3398 -3.4455
C21 5.3114 2.5026 2.2231
C22 -1.0083 -2.7008 -0.9670
C23 0.1148 -3.6733 -2.9754
H38 -3.6731 1.7468 -2.7281
H39 -1.7810 -3.4599 -1.0881
C24 1.8774 -4.7316 1.6601
H40 0.8633 -4.4685 1.9221
C25 -2.9366 0.3593 2.2318
H41 -2.8011 3.8742 -4.3046
H42 -8.6197 -2.1728 0.1987
H43 -4.0853 -1.9873 3.4426
C26 7.1608 0.4796 -3.2613
H44 6.0448 0.4795 2.6390
H45 4.6677 -3.2926 0.5165
H46 -2.5801 5.2948 -3.3926
C27 4.4372 -5.3431 1.1138
C28 -2.7438 2.0636 -2.2547
C29 -0.2034 3.9793 1.2260
H47 -4.2338 -1.0049 -2.3345
H48 -1.4801 -0.9377 1.3435
H49 4.3910 2.1295 4.1377
C30 0.2021 -3.3049 -1.5241
C31 5.9687 0.9422 -2.6279
H50 2.2150 -0.8302 -0.6767
O1 5.8354 3.5761 1.9788
H51 -2.0814 1.8602 -3.0962
C32 -2.7364 3.6124 -2.1701
C33 -3.1869 4.3899 -3.4252
C34 -5.4927 -0.7496 -0.4582
C35 2.2644 -6.0085 1.8145
H52 7.9934 0.3904 -2.5793
H53 -4.0336 -2.2727 -1.1795
O2 0.7278 0.0225 0.5735
H54 -5.3306 -0.7848 0.6191
C36 6.0162 0.4722 -5.3432
H55 5.4532 -5.7004 1.0333
H56 -6.1547 -2.6879 -0.0050
H57 -0.8570 -3.9329 -3.3954
H58 -8.3417 -0.4779 0.2651
H59 0.9936 -2.6096 -1.2446
H60 -3.8193 0.9210 1.9260
C37 0.3972 3.8287 3.4797
C38 -1.3606 -1.3395 -1.6120

Cartesian forces (eV/Å) of the 3 atoms listed first:
0.13 -0.11 -0.13
-0.12 -0.97 0.20
-0.10 -0.33 0.26

Formula: C38H60F4N2O14
Source: the Open Molecules 2025 dataset
Level of theory: wB97M-V/def2-TZVPD

Computed properties:
Charge: 0
SMILES string: COCCCCCCCCCCCCc1c(F)c(N)c2c(c1C(F)(F)F)C(=O)N(CCCCCOC(C)=O)C2=O.COC(=O)OC.COC(=O)OC.COC(=O)OC
HOMO-LUMO gap: 7.791 eV
LUMO level: -1.726 eV
E_HOMO: -9.5 eV
Relative energy (zero: lowest compared OMol25 entry of this formula, charge and spin): 1215.54 kJ/mol

Atoms and positions in Å:
O1 -6.5344 1.3976 0.2912
O2 -2.2799 4.4579 8.2495
C1 3.1473 2.4020 -9.7559
H1 3.1090 2.6465 -10.8224
C2 3.8937 -0.3082 0.9014
O3 4.8669 0.6193 -10.7770
H2 -2.4004 5.4511 1.5318
H3 -1.3148 4.3502 0.4493
O4 -4.0521 5.3581 7.0973
H4 -5.2289 0.8038 1.7532
C3 -1.5407 4.6360 1.5759
F1 2.2601 1.6754 -0.1245
C4 2.6327 -2.3669 -0.4730
C5 -4.0373 4.2170 6.2418
F2 5.0750 -3.3263 1.3734
C6 4.8676 0.1331 3.4924
H5 -9.1417 3.7020 -1.4120
C7 2.0253 0.9637 6.3933
H6 0.8043 -5.9999 0.7213
C8 -2.2914 6.5933 9.8673
O5 6.7395 -0.5484 5.3585
H7 0.0603 -4.0077 -2.2216
C9 0.6978 -4.9246 0.2150
H8 5.5346 -1.8591 -9.9937
H9 0.7710 -2.3875 -9.1279
H10 -2.2699 -4.0975 -8.5329
H11 0.3539 -1.9987 -0.0441
H12 1.3981 3.3521 2.4272
O6 4.4777 3.3788 5.5968
H13 -0.8702 1.8103 6.2068
C10 -2.4159 -3.8020 -3.7944
C11 -1.6810 -4.6738 -5.0143
O7 -0.1083 -4.1080 -8.2189
O8 -3.1051 2.6779 2.0439
C12 1.0489 1.0115 5.0390
C13 4.5331 -2.0132 -10.4082
C14 3.1574 2.1197 2.3711
C15 -0.9021 -4.5862 -0.1158
C16 -7.0501 2.4657 -0.3680
H14 4.7532 -1.5040 -0.8466
H15 -2.4853 7.5364 10.3858
H16 -4.8359 4.3369 5.5045
C17 -8.5684 3.0269 -2.0555
C18 4.0780 1.5633 3.6044
O9 2.9603 1.0026 -9.5536
C19 1.3592 -2.2558 0.5318
N1 4.6280 0.7982 5.8559
F3 6.0359 -2.7637 3.4804
H17 -2.4362 1.0990 4.0129
H18 1.4446 -1.4972 1.4126
H19 -4.2307 3.3034 6.8132
F4 7.0362 -1.9726 1.4646
H20 -4.7109 2.2363 0.8438
H21 4.1970 -3.0163 -10.1314
H22 -7.8249 3.5821 -2.6366
H23 -3.0840 4.1469 5.7082
H24 1.3596 0.4104 7.2154
H25 -0.5918 5.1791 2.0014
N2 2.4443 3.4440 2.5291
H26 -2.4150 5.7748 10.5837
H27 -1.6046 -5.5204 0.0156
C20 -1.3216 1.4822 3.9695
C21 -5.5741 1.7329 1.2910
H28 4.5503 -1.9452 -11.5008
H29 1.2861 2.0303 4.4640
C22 -1.4763 -4.4998 -7.7459
C23 5.6963 -2.2110 2.1211
H30 3.3523 -0.3324 -1.3129
H31 -0.8847 -2.8730 -6.1670
O10 -3.2315 6.4749 8.8013
H32 -2.2379 -5.6963 -5.1593
H33 -0.9712 -2.0616 -8.4793
H34 -9.2604 2.5462 -2.7525
H35 1.3576 -4.9901 -0.7700
C24 -2.1838 -4.6756 -2.4223
H36 -0.8186 -3.1701 -9.9999
H37 -1.7900 -2.7947 -3.6963
H38 -3.0920 -4.6658 -1.6756
H39 -0.8340 0.9289 3.0329
H40 2.2954 -4.0740 1.6009
H41 -1.2564 -3.7675 0.6704
C25 3.3655 0.0402 6.1997
C26 -0.2884 -2.8698 -8.9992
H42 2.5717 3.8230 3.5157
C27 3.6848 -1.1296 -0.4901
H43 -1.5736 -5.6485 -7.5331
C28 3.0856 1.1521 1.0181
H44 -1.7709 -5.7694 -2.6371
O11 -6.7621 3.6362 -0.1731
H45 -0.5382 -4.9006 -4.7625
H46 -6.0276 2.3563 2.0683
O12 -1.2355 2.9262 3.6962
H47 1.2960 0.1236 4.2951
C29 -1.7111 -3.6896 -6.3364
C30 4.4102 2.1285 5.1042
C31 -0.9348 -3.9135 -1.6116
H48 3.1470 -3.4303 -0.2987
H49 3.5608 -0.5137 7.2362
C32 -1.9899 3.3102 2.4884
H50 4.0933 2.7327 -9.3152
C33 5.5975 0.0085 4.9505
H51 -1.1398 -2.7427 -1.5061
C34 3.9104 0.2234 -10.1296
H52 -1.2682 6.6183 9.4787
O13 3.6116 -1.0725 -9.8603
H53 -2.7601 -3.1266 -6.2942
H54 -3.5460 -3.5758 -4.0239
C35 -0.5523 1.0368 5.3865
H55 3.0954 -0.8186 5.4351
H56 2.3313 2.9282 -9.2530
C36 -3.1039 5.3404 8.0679
H57 2.1840 -2.4454 -1.5777
H58 2.2297 2.0393 6.8410
C37 1.1975 -3.7564 1.2533
H59 -0.9662 -0.0512 5.6393
C38 4.8321 -0.8226 2.1644
O14 -7.9418 2.0058 -1.2816
H60 0.5621 -3.7168 2.2432

Cartesian forces (eV/Å) of the 3 atoms listed first:
-0.82 0.74 -0.78
-1.14 1.21 -0.27
0.05 0.53 -0.06